No. 1
ORCA calculation (wB97M-V/def2-TZVPD) on a structure of composition C38H42NOP2STeZn.

Properties
Energy relative to the best compared isomer or geometry (same formula, charge and spin) ... 0.0 kJ/mol
E_LUMO ... -2.29 eV
Kohn-Sham gap ... 7.5 eV
Charge ... +1
Highest occupied orbital energy ... -9.8 eV

```
87
C38H42NOP2STeZn wB97M-V/def2-TZVPD
H 1.83546 -1.52507 5.87746
P 1.28332 0.43432 0.49530
C -1.86061 2.11480 -2.34992
H 1.41290 3.56540 -1.36514
H -0.02684 2.28003 6.36176
C -1.35017 3.01880 -1.41710
C -2.01597 1.99631 4.62087
H 2.90587 -1.96508 0.29706
C -1.95008 -3.10475 -2.19232
C -0.89534 -0.27329 4.31398
C 2.66764 -1.64891 -0.71319
H 1.05851 0.81412 -2.40206
C 1.64482 -0.08080 -2.22831
C -0.82912 3.67544 1.35401
Te -2.43292 -0.83319 2.93580
C -0.94711 0.98485 4.93327
H -1.59916 5.86527 -3.23631
C -0.18565 -4.24817 -1.00697
N 0.88696 1.97892 -0.09290
H 0.13205 -2.59966 -2.37468
H 3.29618 1.27292 4.86646
C 4.00620 0.76558 1.10442
C 5.04802 1.04462 1.97284
H -2.49914 4.26138 -4.88377
C 2.44753 0.85835 2.94710
H -2.61307 -3.97247 -2.23276
C -1.25751 4.37246 -1.73952
C 1.01782 0.41512 6.25122
C 2.10552 -0.82638 -3.30537
H 0.87943 4.85614 4.03055
C 0.19376 3.81624 2.28922
C -2.08921 5.38622 2.48665
H -1.93732 1.06329 -2.09342
H -0.30189 -4.10757 -3.18578
C 0.26386 -2.51635 3.97698
H 3.20633 -2.55839 -3.92879
C 2.69943 0.67344 1.58831
C 0.12069 -1.17682 4.64761
C 1.93991 -0.47769 -0.92711
C 1.87540 2.92949 -0.60986
H -1.86485 2.90502 5.20245
H -1.18913 -4.01006 0.96173
C -2.17400 3.91125 -3.91290
C 4.79129 1.23256 3.32592
H 1.06155 -3.09561 4.44053
H -2.01646 2.26211 3.56164
C -0.48370 -3.49772 -2.30130
C 2.00872 0.76804 7.32684
H 1.57067 0.62322 8.31618
S -2.13304 -2.39542 -0.54626
C 0.01924 1.30745 5.88214
C -2.26993 2.56297 -3.59641
P -0.75487 2.33989 0.14142
H -2.67239 1.86412 -4.31772
H -2.78734 4.34611 0.75078
H -2.98085 5.99369 2.56677
H 4.21084 0.61199 0.05186
H -0.87255 5.07956 -1.01477
H 2.69457 2.38738 -1.08125
O -1.50601 -1.00034 -0.71726
H -0.66133 -3.09093 4.02021
H -1.15029 6.26008 4.20499
H 2.89993 0.14287 7.26800
C 2.84318 -1.98150 -3.08832
C 0.07865 4.74789 3.31050
H 0.50706 -2.38851 2.91674
Zn -1.15204 0.07855 0.97705
H 5.60725 1.44804 4.00357
H 1.08020 3.19555 2.22855
H 6.05990 1.11526 1.59636
C -1.66959 4.81492 -2.98687
H 0.88340 -4.38765 -0.84975
H -3.00873 1.60230 4.84310
C -0.79066 -3.42574 0.13434
H 2.31382 1.81370 7.26108
C -1.06034 5.53345 3.40821
C -1.97807 4.45905 1.46295
C 3.11653 -2.39717 -1.79078
H -2.29786 -2.35481 -2.90077
H 2.28294 3.55725 0.18411
H 1.43722 0.77666 3.33602
H 1.88915 -0.50213 -4.31502
C 1.05546 -0.81747 5.61621
H -0.64689 -5.23707 -1.03581
H 3.69370 -3.29658 -1.61857
H -0.09393 -2.69081 0.54041
C 3.49590 1.13867 3.81213
```



No. 2
ORCA calculation (wB97M-V/def2-TZVPD) on a cluster of 6 separate species, C38H43FN7O10 in total in a non-equilibrium geometry.

Properties
E_LUMO ... -2.99 eV
Kohn-Sham gap ... 8.8 eV
Charge ... +1
Highest occupied orbital energy ... -11.8 eV

```
99
C38H43FN7O10 wB97M-V/def2-TZVPD
C -0.68122 -5.71460 5.16190
H -1.14586 -9.02407 4.50341
C 3.30358 1.91240 6.54272
C -2.51660 0.40127 -7.64665
N -1.84316 -5.48269 1.59491
N -7.04295 3.60936 -2.57183
H 1.02645 -1.67690 2.59491
N 0.79423 -0.77426 5.76022
H 4.55342 -0.60496 8.46702
N -3.78122 2.34639 -6.76721
H 4.50718 6.91496 0.03794
H 4.56099 0.84852 1.21998
H 0.40690 0.68608 1.78485
C -5.07468 3.19050 -1.12015
C -1.03792 -5.18011 3.92236
C -1.47939 -7.42653 3.09336
O -2.79906 2.62267 -6.06360
C -3.08280 2.16001 -2.02657
F 4.40179 -0.72031 -0.75571
C 6.47029 4.02015 -1.66242
C 1.91725 -1.03275 -0.44047
H -3.30913 2.74587 0.03570
H -1.91497 -0.69393 -1.59788
C 6.19443 6.37728 -1.17791
H 3.50277 2.95054 6.28555
C -0.43947 -0.12300 1.55851
O 0.08307 -0.14758 4.96071
N -1.13019 0.14699 0.24211
H 1.46886 0.03905 -0.64491
C -1.11764 -7.94956 4.33643
C 2.80133 -0.75918 7.21882
O 2.82497 5.41389 1.02131
H 3.65374 -1.87054 0.90596
H 2.71240 1.32223 0.83059
H -2.07384 1.77674 -1.88403
C -5.67048 3.12287 -2.38712
O -1.77877 -4.25280 1.45023
H -0.61399 -2.36766 1.97363
H -1.67817 0.64097 -6.99601
C -3.77774 2.70395 -0.94522
C 3.44098 0.48206 1.24012
C 4.14076 1.24324 7.43688
H -3.12554 1.68082 -4.12798
N 3.43255 4.46346 0.50630
C -4.97226 2.58434 -3.47613
H -0.99906 -4.10258 3.77823
C 5.32728 3.72659 -0.91608
C -0.42155 -2.20804 -0.77834
C -4.75782 0.84782 -8.48694
H -5.47560 -0.51142 -9.99959
C -1.44255 -6.04029 2.89224
H -0.00851 -2.11166 -1.87244
C -3.67471 2.10350 -3.28953
C -3.48540 -1.02123 -9.34643
C 2.20886 1.25229 5.98127
H 4.98986 1.76385 7.87642
C 5.04845 6.09638 -0.43144
H -1.22463 -0.01443 2.44262
H 7.79945 5.56464 -2.36445
O -4.83838 2.99438 -6.78227
C -2.42243 -0.69927 -8.50082
N 1.54180 -3.45114 0.47238
C -0.72436 -7.09448 5.36734
H -0.54257 0.80943 -0.31627
H -0.87589 -3.30791 -0.70066
H 1.27704 -4.07206 -0.34791
H -0.37221 -5.05476 5.96978
H -3.40449 -1.87552 -10.01639
H 1.56589 1.78773 5.28611
O -2.22660 -6.27276 0.72039
C 4.62193 4.76781 -0.29819
H -0.45070 -7.50614 6.33731
H -1.78671 -8.10599 2.30112
H -5.60295 3.61133 -0.26739
O -7.54695 3.50181 -3.69898
H 7.02646 3.21854 -2.14341
H -2.01697 0.68750 0.47996
H 5.00465 2.69152 -0.82501
O 3.10655 3.27393 0.62791
H -1.51856 -1.30439 -8.51052
H 6.53732 7.40452 -1.28168
H -5.42075 2.53021 -4.46591
C 6.90328 5.34126 -1.78809
H 2.16476 -1.47919 -1.51731
H 1.05691 -3.85461 1.32744
C 1.95806 -0.08266 6.32737
C -1.58063 -1.07936 -0.51825
C 0.87101 -2.08582 0.26001
C 0.25522 -1.59941 1.69912
O 0.58704 -1.94316 6.11629
C -4.65087 -0.25329 -9.33872
C 3.89468 -0.08940 7.77168
C 3.36519 -0.88876 0.33061
H -2.55680 -1.58566 -0.06676
H 2.62124 -1.79673 7.49233
C -3.68481 1.17506 -7.64650
O -7.62044 4.09609 -1.58831
H -5.67273 1.43626 -8.49288
H 3.16278 0.20444 2.34485
```